Below is a molecular structure, C28H31F8MgN2O2, with properties calculated with the ωB97M-V functional and the def2-TZVPD basis.

XYZ file:
```
72
Properties=species:S:1:pos:R:3:lowdin_charge:R:1
Mg -0.06 -0.90 -0.06 0.616
C 1.57 1.50 2.00 -0.273
C 1.54 2.76 1.38 -0.265
C 2.16 2.64 0.11 -0.293
C 2.59 1.31 -0.04 -0.268
C 2.19 0.58 1.12 -0.261
C 2.75 -0.76 1.54 -0.064
C 3.32 0.76 -1.24 -0.056
C 2.36 3.77 -0.87 -0.076
C 0.93 4.02 1.93 -0.077
C 1.17 1.22 3.43 -0.063
H 2.01 -1.40 2.04 0.064
H 3.58 -0.63 2.25 0.078
H 3.13 -1.32 0.69 0.042
H 4.00 1.50 -1.66 0.065
H 2.64 0.43 -2.04 0.068
H 3.91 -0.12 -0.97 0.058
H 3.24 4.38 -0.63 0.068
H 1.50 4.45 -0.87 0.058
H 2.49 3.40 -1.89 0.065
H 1.68 4.79 2.15 0.068
H 0.39 3.82 2.87 0.054
H 0.21 4.47 1.24 0.062
H 1.84 1.72 4.14 0.075
H 1.21 0.15 3.64 0.065
H 0.16 1.57 3.66 0.053
F -4.44 -4.44 0.01 0.034
C -3.82 -3.34 -0.49 -0.288
C -2.68 -2.85 0.10 -0.064
C -2.04 -1.71 -0.40 -0.073
C -2.64 -1.06 -1.49 -0.142
C -3.77 -1.62 -2.09 -0.224
F -4.32 -1.07 -3.21 0.032
C -4.38 -2.76 -1.62 0.040
C -2.06 0.25 -1.90 -0.188
C -2.78 1.23 -2.60 -0.012
C -2.20 2.46 -2.85 -0.068
C -0.91 2.71 -2.42 -0.053
C -0.25 1.70 -1.74 -0.082
N -0.80 0.51 -1.48 0.092
H -2.27 -3.40 0.95 0.103
H -5.25 -3.18 -2.11 0.121
H -3.79 1.02 -2.91 0.102
H -2.77 3.22 -3.37 0.102
H -0.42 3.66 -2.59 0.098
H 0.76 1.85 -1.34 0.083
C -3.11 1.14 3.58 -0.048
N -2.06 0.87 2.63 -0.157
C -1.73 1.90 1.66 -0.011
C -1.40 -0.29 2.65 -0.284
O -0.57 -0.62 1.81 -0.042
H -2.90 2.08 4.10 0.088
H -3.16 0.34 4.32 0.085
H -4.08 1.23 3.09 0.092
H -1.68 2.87 2.17 0.087
H -2.47 1.95 0.86 0.101
H -0.74 1.70 1.23 0.072
H -1.66 -0.95 3.48 0.154
C 3.00 -3.02 -2.00 0.011
C 1.58 -3.09 -1.42 -0.463
O 1.15 -1.88 -1.01 -0.179
C 0.64 -3.66 -2.55 -0.538
F 1.26 -4.60 -3.32 0.116
F -0.48 -4.24 -2.07 0.149
F 0.27 -2.67 -3.37 0.151
C 1.60 -4.11 -0.25 -0.539
F 1.65 -5.40 -0.67 0.138
F 0.52 -4.00 0.54 0.146
F 2.67 -3.92 0.54 0.134
H 2.98 -2.33 -2.84 0.098
H 3.38 -3.99 -2.32 0.088
H 3.65 -2.61 -1.23 0.077
```

E_LUMO: 0.0901 Eh
ΔE to the lowest compared entry with this formula, charge and spin: 83.10 kJ/mol
HOMO level: -3.3 eV
total charge: -1
DFT total energy: -63803.8704 eV
frontier orbital gap: 5.7 eV